Record 1
21
Properties=species:S:1:pos:R:3:nbo_charge:R:1 method="wB97M-V/def2-TZVPD" max_force_ha_per_bohr=0.1116 charge=+1 total_energy_ha=-378.90291 e_homo_ev=-12.60 lumo_ev=-3.12 multiplicity=1 gap_ev=9.5
C 2.619 -0.062 -0.059 0.117
C -0.735 0.310 0.246 0.522
C -2.412 -1.231 -0.481 -0.608
C -1.336 -1.038 0.532 -0.457
N 0.587 0.659 0.098 -0.417
N -1.548 1.329 0.102 -0.776
N 0.782 2.029 -0.139 -0.726
N 2.607 -1.299 0.107 -0.694
H 2.784 0.423 -1.073 0.230
H 2.976 0.701 0.681 0.225
H -3.321 -0.837 0.019 0.213
H -2.677 -2.202 -0.730 0.234
H -2.265 -0.724 -1.412 0.228
H -0.574 -1.731 0.409 0.218
H -1.608 -1.065 1.560 0.245
H -2.518 1.326 0.606 0.414
H -1.099 2.234 0.069 0.433
H 1.548 2.490 0.336 0.372
H 0.992 2.290 -1.154 0.365
H 2.655 -1.919 -0.749 0.436
H 2.544 -1.682 1.033 0.427

Record 2
22
Properties=species:S:1:pos:R:3:nbo_charge:R:1 method="wB97M-V/def2-TZVPD" max_force_ha_per_bohr=0.1479 charge=+1 total_energy_ha=-454.20629 e_homo_ev=-14.00 lumo_ev=-2.93 multiplicity=1 gap_ev=11.1
C 0.986 -2.648 1.990 -0.429
C 1.090 -0.450 1.109 0.695
N 1.752 0.686 0.678 -0.798
N 1.533 -1.735 0.982 -0.584
N -0.229 -0.549 1.406 -0.776
H 2.777 0.649 0.674 0.422
H 1.291 1.417 0.039 0.477
H 2.234 -2.087 0.415 0.426
H -0.640 0.349 1.408 0.408
H -0.611 -1.310 1.996 0.437
H 1.370 -2.660 2.945 0.231
H 1.214 -3.670 1.432 0.239
H -0.138 -2.681 1.807 0.191
C -2.133 1.977 -1.195 -0.770
C -0.753 1.619 -1.625 0.740
O 0.277 1.744 -1.034 -0.642
N -0.860 1.000 -2.884 -0.823
H 0.074 0.731 -3.273 0.387
H -1.318 1.416 -3.640 0.403
H -2.529 2.791 -1.763 0.262
H -2.388 2.158 -0.150 0.242
H -2.999 1.254 -1.319 0.263

Record 3
22
Properties=species:S:1:pos:R:3:nbo_charge:R:1 method="wB97M-V/def2-TZVPD" max_force_ha_per_bohr=0.0871 charge=+1 total_energy_ha=-454.12186 e_homo_ev=-13.08 lumo_ev=-3.22 smiles="CC(C)ON[NH+]=C(N)N" multiplicity=1 gap_ev=9.9
C -0.483 0.714 -2.402 -0.672
C -0.163 1.226 -1.005 0.103
C -0.784 2.452 -0.210 -0.602
O -0.633 0.132 -0.107 -0.477
N -0.312 -1.296 -0.293 -0.221
N -0.389 -1.936 0.952 -0.423
C 0.695 -1.866 1.814 0.688
N 1.832 -1.354 1.298 -0.734
N 0.702 -2.379 3.064 -0.786
H -1.539 0.952 -2.854 0.240
H 0.180 1.263 -3.147 0.242
H -0.282 -0.391 -2.558 0.222
H 0.849 1.347 -0.705 0.175
H -0.986 2.133 0.829 0.240
H -1.650 2.680 -0.722 0.219
H 0.013 3.246 -0.168 0.226
H -1.018 -1.530 -0.944 0.387
H -1.355 -2.195 1.138 0.429
H 2.602 -1.181 1.838 0.423
H 1.820 -1.231 0.276 0.448
H 1.489 -2.951 3.322 0.441
H -0.201 -2.409 3.551 0.434